Entry 1:
Formula: C19H18IrNOS
Source: the Open Molecules 2025 dataset
Level of theory: ωB97M-V with the def2-TZVPD basis set

- frontier orbital gap (alpha / beta) (eV) = 6.02 / 6.50
- energy relative to the best compared isomer or geometry (same formula, charge and spin) (eV) = 0.000
- ⟨S²⟩ = 6.035
- LUMO level (alpha / beta) (eV) = 0.68 / -1.65
- HOMO (alpha / beta) (eV) = -5.3 / -8.2
- multiplicity = 5
- total charge = 0

Structure (XYZ):
```
41
Properties=species:S:1:pos:R:3:lowdin_spin:R:1
C -0.755 1.661 -1.776 0.046
C 0.515 1.947 -1.083 0.090
C 1.365 0.783 -1.271 0.230
H 0.797 2.911 -0.662 0.003
C 0.628 -0.213 -1.930 0.292
C -0.720 0.244 -2.114 0.158
H -1.541 -0.321 -2.554 0.006
H -1.518 2.381 -2.051 0.004
H 2.418 0.725 -0.994 0.009
H 1.008 -1.169 -2.284 0.013
C 0.259 -0.401 2.140 0.225
C -0.904 0.439 2.278 0.141
C -1.996 -0.205 1.523 0.059
H -1.000 1.324 2.902 0.005
C -1.368 -1.253 0.733 0.115
C -0.018 -1.408 1.207 0.296
H 0.652 -2.200 0.896 0.013
H 1.175 -0.279 2.709 0.008
H -3.050 0.039 1.583 0.005
H -1.875 -1.884 0.009 0.004
Ir -0.808 0.819 0.142 1.830
O 2.590 -2.736 -0.823 0.000
C 3.938 -2.195 -0.855 0.000
C 3.551 -3.334 -1.774 0.000
H 4.012 -1.203 -1.292 0.000
H 4.575 -2.448 -0.008 0.000
H 3.387 -3.070 -2.824 0.000
H 4.515 -5.156 -3.548 0.000
C 4.520 -5.539 -2.525 0.000
C 4.016 -4.701 -1.494 0.000
C 4.035 -5.187 -0.170 0.000
H 3.660 -4.558 0.644 0.000
C 4.523 -6.466 0.109 0.000
H 4.506 -6.831 1.139 0.000
C 5.035 -7.278 -0.912 0.000
H 5.427 -8.271 -0.685 0.000
C 5.040 -6.802 -2.232 0.000
H 5.455 -7.416 -3.036 0.000
S -3.352 4.552 1.243 0.174
C -2.470 3.288 0.889 0.086
N -1.779 2.356 0.593 0.187
```



Entry 2:
Formula: C19H18N3
Source: the Open Molecules 2025 dataset
Level of theory: ωB97M-V with the def2-TZVPD basis set

- frontier orbital gap (eV) = 6.64
- energy relative to the best compared isomer or geometry (same formula, charge and spin) (eV) = 0.992
- LUMO level (eV) = -4.77
- HOMO (eV) = -11.4
- multiplicity = 1
- total charge = +1

Structure (XYZ):
```
40
Properties=species:S:1:pos:R:3:nbo_charge:R:1
C -4.249 0.258 -1.935 -0.417
N -2.956 -0.043 -1.362 -0.286
C -1.813 -0.233 -2.067 0.182
C -0.758 -0.628 -1.195 -0.165
C 0.529 -0.965 -1.574 0.090
C 1.542 -1.464 -0.686 -0.091
C 1.900 -0.745 0.492 -0.184
C 3.032 -1.071 1.244 -0.233
C 3.734 -2.246 0.938 -0.145
C 3.332 -3.045 -0.141 -0.223
C 2.283 -2.644 -0.955 -0.166
C -1.351 -0.636 0.156 -0.090
C -0.948 -1.082 1.398 -0.165
C -1.838 -1.051 2.482 -0.191
C -3.150 -0.598 2.306 -0.181
C -3.604 -0.207 1.042 -0.236
C -2.698 -0.235 -0.003 0.195
H -4.956 0.395 -1.119 0.234
H -4.171 1.168 -2.537 0.234
H -4.597 -0.552 -2.585 0.235
H -1.776 -0.165 -3.153 0.240
H 0.712 -0.997 -2.654 0.227
H 1.288 0.116 0.772 0.266
H 3.327 -0.422 2.078 0.229
H 4.584 -2.540 1.557 0.231
H 3.846 -3.981 -0.343 0.236
H 1.980 -3.241 -1.822 0.221
H 0.047 -1.491 1.517 0.238
H -1.487 -1.393 3.452 0.234
H -3.797 -0.562 3.179 0.236
H -4.629 0.107 0.887 0.226
N 1.484 2.027 -0.166 -0.513
C 2.636 2.432 0.333 0.164
N 2.670 3.812 0.354 -0.516
C 1.435 4.276 -0.102 -0.090
C 0.702 3.135 -0.388 -0.099
H 3.453 1.816 0.682 0.208
H 3.429 4.350 0.751 0.428
H 1.158 5.311 -0.124 0.231
H -0.327 3.036 -0.708 0.206
```



Entry 3:
Formula: C19H18N3Pd
Source: the Open Molecules 2025 dataset
Level of theory: ωB97M-V with the def2-TZVPD basis set

- frontier orbital gap (eV) = 8.06
- energy relative to the best compared isomer or geometry (same formula, charge and spin) (eV) = 0.000
- LUMO level (eV) = -3.04
- HOMO (eV) = -11.1
- multiplicity = 1
- total charge = +1

Structure (XYZ):
```
41
Properties=species:S:1:pos:R:3:nbo_charge:R:1
Pd -0.659 1.028 -0.014 0.692
N 0.087 -0.258 -1.556 -0.813
C -0.126 -1.663 -1.346 0.101
C 0.936 -2.548 -1.441 -0.244
C 0.732 -3.891 -1.172 -0.187
C -0.534 -4.329 -0.813 -0.200
C -1.585 -3.430 -0.731 -0.195
C -1.404 -2.074 -1.005 -0.007
C -2.527 -1.109 -0.899 -0.044
C -3.801 -1.618 -1.183 -0.213
C -4.954 -0.894 -0.955 -0.199
C -4.854 0.372 -0.410 -0.196
C -3.603 0.921 -0.174 -0.245
C -2.420 0.224 -0.444 -0.155
H 1.069 -0.081 -1.737 0.401
H -0.444 0.096 -2.348 0.418
H 1.917 -2.188 -1.736 0.211
H 1.557 -4.587 -1.241 0.229
H -0.704 -5.372 -0.585 0.230
H -2.558 -3.780 -0.414 0.227
H -3.879 -2.614 -1.599 0.221
H -5.919 -1.322 -1.191 0.228
H -5.742 0.946 -0.179 0.224
H -3.575 1.913 0.245 0.205
C 5.273 1.991 2.397 -0.647
C 3.918 1.807 1.786 0.080
C 3.565 0.643 1.115 -0.240
C 2.302 0.521 0.572 0.047
N 1.370 1.479 0.645 -0.521
C 1.707 2.601 1.302 0.073
C 2.945 2.801 1.871 -0.247
H 5.903 1.119 2.242 0.230
H 5.184 2.169 3.470 0.243
H 5.770 2.860 1.964 0.243
H 4.265 -0.176 1.020 0.235
H 2.012 -0.398 0.075 0.199
H 0.946 3.365 1.367 0.204
H 3.150 3.731 2.384 0.237
N -1.781 3.966 0.251 -0.615
C -1.361 2.896 0.163 0.314
H -2.176 4.885 0.303 0.475
```